No. 1
DFT (the ωB97M-V functional and the def2-TZVPD basis) results for a single C6H6O2 molecule.

The geometry in XYZ format:
```
14
Properties=species:S:1:pos:R:3:nbo_charge:R:1
O -2.226 -1.652 -0.386 -0.535
C -1.390 -0.818 0.146 0.515
C -1.588 0.743 0.077 -0.292
C -0.461 1.432 0.040 -0.159
C 0.533 0.373 -0.360 -0.281
C 1.914 -0.291 -0.227 -0.056
O 1.170 -1.563 0.145 -0.497
C 0.084 -0.860 0.531 0.036
H -2.709 0.884 0.283 0.245
H -0.351 2.514 0.103 0.234
H 0.103 0.025 -1.338 0.213
H 2.394 0.051 0.679 0.188
H 2.581 -0.323 -1.222 0.217
H -0.053 -0.515 1.527 0.171
```

- spin multiplicity = 1
- ΔE to the lowest compared entry with this formula, charge and spin (kcal per mole) = 100.8
- SMILES = O=C1C=C[C@H]2CO[C@H]12
- Kohn-Sham gap (eV) = 9.55

***

No. 2
DFT (the ωB97M-V functional and the def2-TZVPD basis) results for a single C3H4OS molecule.

The geometry in XYZ format:
```
9
Properties=species:S:1:pos:R:3:nbo_charge:R:1
C -1.416 -0.469 -0.083 0.095
C -0.336 -1.187 0.228 -0.424
S 1.205 -0.235 -0.180 0.210
C 0.220 1.089 0.381 -0.236
O -1.027 0.886 -0.291 -0.517
H -2.481 -0.663 -0.100 0.222
H -0.320 -2.212 0.596 0.236
H 0.748 1.983 0.033 0.219
H 0.166 0.969 1.518 0.194
```

- spin multiplicity = 1
- ΔE to the lowest compared entry with this formula, charge and spin (kcal per mole) = 34.0
- SMILES = C1=CSCO1
- Kohn-Sham gap (eV) = 9.44

***

No. 3
DFT (the ωB97M-V functional and the def2-TZVPD basis) results for a single C6H12OSi molecule.

The geometry in XYZ format:
```
20
Properties=species:S:1:pos:R:3:nbo_charge:R:1
C -2.410 -1.741 -0.204 -0.239
O -2.082 -0.383 -0.129 -0.874
Si -0.534 0.275 -0.024 1.784
C -0.963 2.080 0.363 -1.129
C 0.798 -0.330 1.504 -0.566
C 2.004 -0.346 0.917 -0.164
C 2.194 0.041 -0.520 -0.439
C 0.834 0.005 -1.304 -0.897
H -3.503 -1.673 0.092 0.180
H -1.890 -2.268 0.538 0.169
H -2.363 -2.268 -1.127 0.171
H -0.116 2.343 1.045 0.235
H -0.837 2.722 -0.494 0.234
H -1.836 2.332 0.922 0.248
H 0.509 -0.542 2.450 0.198
H 2.901 -0.529 1.343 0.184
H 2.719 0.933 -0.351 0.215
H 2.902 -0.473 -1.133 0.212
H 0.883 0.751 -2.087 0.239
H 0.789 -0.928 -1.801 0.238
```

- spin multiplicity = 1
- ΔE to the lowest compared entry with this formula, charge and spin (kcal per mole) = 31.3
- SMILES = CO[Si@@]1(C)C=CCC1
- Kohn-Sham gap (eV) = 10.17

***

No. 4
DFT (the ωB97M-V functional and the def2-TZVPD basis) results for a molecular structure, C6H8.

The geometry in XYZ format:
```
14
Properties=species:S:1:pos:R:3:nbo_charge:R:1
C -0.763 0.933 0.262 -0.385
C -0.952 -0.513 -0.325 -0.282
C 0.213 -0.130 -1.307 -0.386
C 0.708 0.661 -0.092 -0.258
C 0.983 -0.338 1.134 -0.251
C -0.014 -1.143 0.965 -0.192
H -1.058 1.714 -0.567 0.186
H -0.994 1.405 1.323 0.232
H -2.030 -0.657 -0.244 0.231
H 0.907 -0.969 -1.908 0.208
H 0.025 0.555 -2.112 0.213
H 1.677 1.168 -0.252 0.219
H 1.930 -0.653 1.779 0.240
H -0.633 -2.034 1.345 0.226
```

- spin multiplicity = 1
- ΔE to the lowest compared entry with this formula, charge and spin (kcal per mole) = 98.4
- Kohn-Sham gap (eV) = 10.32

***

No. 5
DFT (the ωB97M-V functional and the def2-TZVPD basis) results for a molecular structure, C40H36BrF4KN4P.

The geometry in XYZ format:
```
87
Properties=species:S:1:pos:R:3:mulliken_charge:R:1
K 0.270 0.552 -1.344 0.922
C 3.260 1.465 -0.810 1.438
C 3.331 2.559 -1.886 -1.056
C 2.757 2.178 -3.269 -1.108
N 1.342 1.935 -3.122 0.206
C 0.443 2.373 -3.949 0.132
C 0.729 2.958 -5.227 -1.020
C 0.077 3.974 -5.880 -0.152
C -1.031 4.724 -5.505 -0.509
C -1.811 4.468 -4.384 -0.498
C -1.828 3.406 -3.516 -0.784
C -1.035 2.208 -3.531 1.427
N -1.425 1.042 -3.101 -0.917
C -2.786 0.875 -2.592 -1.822
C -2.904 0.982 -1.045 0.127
C -2.550 -0.304 -0.236 -1.099
N -1.397 -0.138 0.651 0.464
C -1.455 0.809 1.600 0.461
C -2.653 1.305 2.107 -0.314
C -2.905 2.137 3.214 -0.502
C -2.076 2.609 4.191 -0.733
C -0.676 2.389 4.251 -0.424
C 0.158 1.899 3.310 -1.156
C -0.142 1.498 1.940 -0.481
N 0.627 1.714 0.939 0.697
C 1.769 2.612 0.998 -1.243
C 3.111 1.958 0.639 -1.112
H 4.136 0.813 -0.881 0.572
H 2.431 0.802 -1.021 -1.503
H 4.372 2.880 -1.997 0.424
H 2.777 3.440 -1.552 0.258
H 3.266 1.280 -3.649 0.274
H 2.968 2.988 -3.983 0.656
H 1.636 2.592 -5.694 0.408
H 0.547 4.274 -6.817 0.284
H -1.292 5.578 -6.118 0.301
H -2.579 5.215 -4.181 0.296
H -2.590 3.440 -2.747 0.354
H -3.127 -0.123 -2.891 0.512
H -3.475 1.592 -3.057 0.514
H -3.925 1.294 -0.806 0.347
H -2.265 1.796 -0.697 0.354
H -2.297 -1.086 -0.954 0.204
H -3.445 -0.686 0.283 0.404
H -3.547 0.957 1.605 0.237
H -3.958 2.380 3.341 0.312
H -2.520 3.164 5.007 0.310
H -0.200 2.685 5.183 0.361
H 1.209 1.849 3.569 0.529
H 1.837 3.153 1.953 0.519
H 1.565 3.381 0.244 0.432
H 3.285 1.120 1.319 0.292
H 3.897 2.693 0.846 0.432
F 4.243 -6.378 0.493 -0.320
C 3.362 -5.375 0.558 0.496
C 2.431 -5.337 1.581 0.322
F 2.412 -6.313 2.492 -0.313
C 1.520 -4.290 1.623 0.631
F 0.597 -4.361 2.594 -0.390
C 1.504 -3.255 0.702 -0.410
P 0.201 -1.751 0.723 1.885
C 0.244 -1.594 2.541 0.620
C -0.887 -1.530 3.349 -0.309
C -0.771 -1.338 4.716 -1.210
C 0.477 -1.179 5.292 -0.579
C 1.605 -1.190 4.488 -0.967
C 1.487 -1.385 3.123 -0.421
C -1.061 -3.005 0.272 1.129
C -1.845 -3.736 1.155 -0.742
C -2.718 -4.707 0.688 -0.794
C -2.813 -4.968 -0.670 -0.730
C -2.021 -4.255 -1.558 -0.629
C -1.156 -3.284 -1.089 -0.459
C 2.429 -3.354 -0.338 -0.488
Br 2.469 -2.133 -1.826 -0.095
C 3.350 -4.384 -0.416 0.290
F 4.233 -4.471 -1.414 -0.341
H -1.869 -1.599 2.906 0.403
H -1.665 -1.290 5.322 0.428
H 0.572 -1.019 6.357 0.394
H 2.585 -1.039 4.922 0.417
H 2.381 -1.394 2.508 0.335
H -1.762 -3.577 2.220 0.318
H -3.318 -5.266 1.393 0.439
H -3.495 -5.724 -1.036 0.361
H -2.078 -4.447 -2.621 0.464
H -0.545 -2.735 -1.797 0.237
```

- spin multiplicity = 1
- ΔE to the lowest compared entry with this formula, charge and spin (kcal per mole) = 8.7
- Kohn-Sham gap (eV) = 5.77
- total charge = -1

***

No. 6
DFT (the ωB97M-V functional and the def2-TZVPD basis) results for a molecular structure, C40H33CdIN11OS.

The geometry in XYZ format:
```
88
Properties=species:S:1:pos:R:3:mulliken_charge:R:1
Cd -0.986 0.310 0.857 0.902
C 1.740 1.543 2.471 -0.383
N 1.186 1.568 1.077 0.464
C 1.061 3.019 0.642 -0.828
C -0.362 3.478 0.568 0.644
N -1.441 2.786 0.894 -0.397
C -2.552 3.618 0.584 0.691
C -3.853 3.263 0.653 -0.867
C -4.756 4.187 0.095 -0.456
C -4.330 5.362 -0.549 -0.524
C -2.990 5.735 -0.602 -0.858
C -2.077 4.831 -0.042 0.161
N -0.673 4.722 0.047 -0.109
C 1.543 0.199 3.060 -0.478
N 0.559 -0.678 2.816 0.213
C 0.652 -1.684 3.823 0.084
C -0.200 -2.780 4.160 -0.637
C 0.214 -3.581 5.264 -0.500
C 1.299 -3.191 6.115 -0.484
C 2.026 -2.029 5.838 -0.681
C 1.772 -1.378 4.651 0.326
N 2.250 -0.161 4.164 0.067
H 1.096 2.286 3.108 0.385
H 2.772 1.852 2.593 0.435
H 1.827 1.157 0.412 -0.114
H 1.489 3.225 -0.375 0.274
H 1.607 3.711 1.404 0.372
H -4.243 2.370 1.115 0.425
H -5.834 3.986 0.227 0.371
H -5.121 5.989 -0.984 0.394
H -2.654 6.691 -1.007 0.442
H -0.039 5.466 -0.168 0.219
H -1.134 -2.941 3.567 0.319
H -0.378 -4.508 5.472 0.352
H 1.461 -3.734 7.024 0.412
H 2.853 -1.717 6.525 0.301
H 3.094 0.304 4.441 0.271
I -3.472 -0.716 3.195 -0.026
C -4.068 -1.633 1.262 -0.311
C -5.329 -2.207 1.315 -0.347
C -5.668 -3.339 0.473 -0.595
C -4.855 -3.691 -0.591 -0.798
C -3.623 -3.022 -0.752 0.930
C -2.842 -3.316 -1.877 -0.812
C -1.646 -2.687 -2.081 -1.085
C -1.309 -1.616 -1.251 0.895
C -2.028 -1.285 -0.082 -1.241
C -3.185 -1.936 0.192 1.421
H -6.062 -1.800 2.072 0.348
H -6.670 -3.764 0.609 0.358
H -5.128 -4.423 -1.331 0.381
H -3.153 -4.083 -2.569 0.355
H -0.970 -3.007 -2.838 0.598
H -0.428 -0.986 -1.507 0.118
S 4.885 -4.766 -3.483 0.164
N 3.776 -3.632 -3.659 -0.620
C 3.813 -2.870 -2.579 0.112
C 3.027 -1.745 -2.315 0.925
C 2.273 -1.293 -3.393 -0.442
C 1.762 -0.031 -3.340 -0.757
C 2.056 0.738 -2.166 -0.043
N 2.731 0.289 -1.115 -0.618
C 3.292 -0.942 -1.203 -0.132
C 4.248 -1.369 -0.226 0.194
N 4.553 -0.523 0.758 -0.456
C 5.585 -0.809 1.549 -0.302
C 6.295 -1.996 1.499 -0.560
C 6.042 -2.877 0.496 -0.732
C 5.059 -2.525 -0.435 0.372
C 4.750 -3.294 -1.603 0.809
N 5.509 -4.357 -2.013 -0.636
H 2.096 -1.954 -4.238 0.506
H 1.064 0.317 -4.162 0.340
H 1.733 1.796 -2.175 0.236
H 5.768 -0.026 2.273 0.466
H 6.914 -2.228 2.392 0.343
H 6.628 -3.798 0.395 0.484
C -2.107 3.797 -4.802 -1.036
N -1.843 3.225 -3.485 -0.179
C -1.541 1.913 -3.302 0.356
N -1.515 0.960 -4.394 -0.465
O -1.228 1.522 -2.153 -0.320
H -2.612 4.758 -4.700 0.340
H -2.760 3.073 -5.329 0.283
H -1.177 3.817 -5.388 0.312
H -1.711 3.825 -2.723 0.177
H -2.076 1.145 -5.216 0.247
H -1.733 0.094 -3.939 0.229
```

- spin multiplicity = 1
- ΔE to the lowest compared entry with this formula, charge and spin (kcal per mole) = 0.0
- Kohn-Sham gap (eV) = 7.25
- total charge = +1

***

No. 7
DFT (the ωB97M-V functional and the def2-TZVPD basis) results for 6 unconnected molecules or ions with the total composition C10H30ClO5.

The geometry in XYZ format:
```
46
Properties=species:S:1:pos:R:3:nbo_charge:R:1
Cl 25.919 47.605 41.667 -0.885
C 25.683 49.325 37.130 -0.575
C 25.957 47.976 37.789 -0.068
O 24.848 47.711 38.624 -0.772
H 26.615 49.499 36.454 0.166
H 25.578 50.043 37.845 0.192
H 24.909 49.205 36.606 0.180
H 26.993 48.227 38.192 0.174
H 26.144 47.299 36.947 0.145
H 25.174 47.660 39.584 0.514
C 28.855 51.760 39.934 -0.643
C 27.880 50.407 39.871 -0.074
O 27.084 50.625 41.019 -0.738
H 29.470 51.648 40.852 0.205
H 28.350 52.753 39.837 0.211
H 29.630 51.433 39.226 0.191
H 28.651 49.617 40.080 0.173
H 27.176 50.391 38.980 0.175
H 26.557 49.879 40.959 0.485
C 29.631 44.246 39.083 -0.633
C 28.361 44.897 39.623 -0.079
O 28.500 46.306 39.867 -0.744
H 30.374 44.617 39.922 0.215
H 30.000 44.825 38.255 0.206
H 29.584 42.963 38.990 0.212
H 28.348 44.474 40.691 0.147
H 27.396 44.728 39.239 0.174
H 27.764 46.497 40.368 0.495
C 31.263 48.091 43.393 -0.607
C 29.997 48.037 42.545 -0.065
O 28.871 47.676 43.440 -0.747
H 31.657 47.355 43.759 0.187
H 31.243 48.504 44.363 0.206
H 32.027 48.635 42.789 0.183
H 30.211 47.292 41.788 0.172
H 29.789 48.964 42.131 0.164
H 28.102 47.883 42.890 0.496
C 21.090 50.091 41.716 -0.631
C 22.318 49.286 41.346 -0.046
O 23.075 48.675 42.375 -0.783
H 20.429 49.434 42.191 0.200
H 20.604 50.644 41.010 0.202
H 21.667 50.825 42.333 0.211
H 22.896 49.905 40.872 0.142
H 22.216 48.507 40.706 0.152
H 23.920 48.262 42.036 0.512
```

- spin multiplicity = 1
- ΔE to the lowest compared entry with this formula, charge and spin (kcal per mole) = 135.0
- Kohn-Sham gap (eV) = 9.25
- total charge = -1

***

No. 8
DFT (the ωB97M-V functional and the def2-TZVPD basis) results for a gas-phase ion, C4H4NO6S (charge -1).

The geometry in XYZ format:
```
16
Properties=species:S:1:pos:R:3:nbo_charge:R:1
O -2.786 -0.743 0.459 -1.014
S -1.942 0.287 -0.186 2.526
O -2.138 1.648 0.188 -0.996
O -1.662 0.015 -1.545 -0.972
N -0.474 -0.112 0.655 -0.679
C -0.049 -1.264 0.199 0.501
O -0.848 -2.373 0.096 -0.707
C 1.280 -1.212 -0.232 -0.441
C 1.712 0.144 -0.048 0.194
O 2.945 0.634 -0.450 -0.710
C 0.672 0.944 0.355 0.276
O 0.430 2.264 0.576 -0.688
H -1.807 -2.013 0.265 0.508
H 2.044 -1.959 -0.447 0.214
H 3.103 1.633 -0.259 0.485
H -0.480 2.106 0.376 0.502
```

- spin multiplicity = 1
- ΔE to the lowest compared entry with this formula, charge and spin (kcal per mole) = 28.6
- SMILES = O=S(=O)([O-])n1c(O)cc(O)c1O
- Kohn-Sham gap (eV) = 6.84
- total charge = -1